Computed, not measured: a molecular structure, C44H39N3O3S3Si2Sn, with ωB97M-V/def2-TZVPD.

Properties
net charge	-2
LUMO energy	4.1	eV
orbital gap	6.24	eV
relative energy (zero: lowest compared OMol25 entry of this formula, charge and spin)	46.8	kJ/mol
highest occupied orbital energy	-2.182	eV

Each line ends with the Löwdin charge.
Positions of all 95 atoms, in Å:
Sn 0.43 -2.16 -0.71  0.932
C 1.38 -5.74 4.56  -0.125
C 1.69 -5.69 3.21  -0.105
C 1.31 -4.59 2.45  -0.120
C 0.61 -3.52 3.01  -0.331
C 0.31 -3.59 4.38  -0.113
C 0.69 -4.68 5.14  -0.116
Si -0.01 -2.06 1.94  0.594
C 0.49 -0.46 2.84  -0.323
C 1.81 0.01 2.86  -0.100
C 2.14 1.21 3.46  -0.110
C 1.16 1.99 4.06  -0.124
C -0.16 1.55 4.05  -0.112
C -0.49 0.34 3.44  -0.118
H 1.67 -6.60 5.16  0.084
H 2.24 -6.50 2.75  0.091
H 1.57 -4.55 1.39  0.081
H -0.24 -2.77 4.84  0.096
H 0.44 -4.72 6.20  0.087
H -1.46 -2.09 2.30  -0.030
H 2.59 -0.60 2.41  0.073
H 3.17 1.56 3.45  0.094
H 1.42 2.93 4.53  0.088
H -0.93 2.15 4.51  0.091
H -1.52 0.03 3.42  0.086
C 3.38 1.52 0.02  -0.083
C 2.64 1.85 -1.29  -0.583
C 2.88 3.31 -1.69  -0.095
C 3.21 0.95 -2.40  -0.083
Si 0.80 1.37 -1.11  0.446
O 0.65 -0.11 -0.53  -0.535
C -0.17 2.57 0.00  -0.189
C -1.56 2.45 -0.01  -0.080
C -2.37 3.27 0.77  -0.091
C -1.80 4.23 1.59  -0.113
C -0.41 4.36 1.63  -0.110
C 0.39 3.53 0.85  -0.098
C 0.01 1.61 -2.81  -0.211
C -0.31 0.51 -3.62  -0.073
C -0.86 0.68 -4.89  -0.087
C -1.09 1.96 -5.38  -0.114
C -0.78 3.07 -4.59  -0.108
C -0.24 2.89 -3.32  -0.106
H 4.46 1.68 -0.11  0.082
H 3.21 0.48 0.30  0.063
H 3.04 2.14 0.85  0.056
H 3.96 3.49 -1.78  0.076
H 2.48 4.02 -0.96  0.060
H 2.43 3.53 -2.66  0.066
H 4.29 1.11 -2.51  0.084
H 2.74 1.15 -3.37  0.080
H 3.05 -0.11 -2.17  0.059
H -2.03 1.69 -0.64  0.111
H -3.45 3.15 0.74  0.095
H -2.42 4.88 2.19  0.089
H 0.04 5.10 2.27  0.092
H 1.47 3.64 0.91  0.078
H -0.14 -0.49 -3.25  0.069
H -1.11 -0.19 -5.49  0.099
H -1.52 2.10 -6.36  0.088
H -0.97 4.07 -4.97  0.089
H -0.03 3.76 -2.71  0.099
O 3.57 -2.41 1.70  0.055
C 3.74 -2.40 0.50  -0.447
N 2.78 -2.53 -0.49  -0.001
C 3.41 -2.57 -1.72  -0.505
O 2.89 -2.74 -2.81  0.023
C 4.89 -2.37 -1.52  -0.101
C 5.94 -2.28 -2.42  -0.013
C 7.21 -2.04 -1.90  -0.093
C 7.41 -1.91 -0.53  -0.092
C 6.34 -2.01 0.36  -0.012
C 5.09 -2.24 -0.16  -0.092
H 5.76 -2.37 -3.48  0.114
H 8.06 -1.96 -2.57  0.091
H 8.41 -1.72 -0.15  0.091
H 6.48 -1.90 1.43  0.114
S -8.39 -2.95 0.51  0.485
C -6.88 -2.54 -0.11  -1.112
S -5.57 -3.66 -0.12  0.913
C -4.46 -2.48 -0.86  -1.191
N -5.08 -1.35 -1.05  -0.023
N -6.42 -1.38 -0.64  -0.147
C -7.12 -0.15 -0.83  -0.174
C -6.38 0.99 -1.16  -0.021
C -7.02 2.20 -1.37  -0.099
C -8.40 2.31 -1.26  -0.122
C -9.13 1.17 -0.94  -0.105
C -8.51 -0.05 -0.73  -0.060
S -2.86 -2.88 -1.22  0.350
H -5.31 0.90 -1.25  0.096
H -6.42 3.07 -1.62  0.097
H -8.90 3.26 -1.42  0.088
H -10.21 1.23 -0.85  0.093
H -9.10 -0.92 -0.48  0.004